# 1
C4H7Cl2NO2 | wB97M-V/def2-TZVPD

```
16
Properties=species:S:1:pos:R:3:forces:R:3
C 1.598 -0.896 -2.036 1.85 0.13 -0.27
C 1.430 -1.144 -0.574 -0.87 -0.03 -0.69
N 1.497 -0.178 0.283 0.10 -2.24 0.76
O 1.423 -0.268 1.521 0.14 0.08 0.60
O 1.673 1.049 -0.189 0.24 2.72 -0.79
H 1.631 0.177 -2.225 -0.67 -0.11 -0.16
H 2.669 -1.149 -2.303 -1.08 -0.29 0.06
H 0.917 -1.442 -2.706 0.20 0.26 0.47
H 1.048 -2.088 -0.192 0.70 0.28 0.14
H 1.297 1.645 0.498 0.38 -0.68 -0.20
C -2.964 0.954 1.933 -0.13 -0.12 0.70
C -2.270 0.546 0.896 1.19 -2.05 0.07
Cl -1.185 -0.874 1.066 -1.86 0.80 -0.33
Cl -2.268 1.254 -0.702 0.15 -0.09 0.91
H -3.181 0.483 2.918 0.87 0.09 -1.14
H -3.316 1.931 1.810 -1.20 1.26 -0.10
```
Positions in Å, forces in eV/Å.

Summary:
* 2S+1: 1
* energy above the lowest of the compared OMol25 structures with the same formula, charge and spin: 112.5 kcal per mole
* LUMO: 0.0223 hartree
* HOMO: -8.54 eV

# 2
C4H7Cl3N3 | wB97M-V/def2-TZVPD

```
17
Properties=species:S:1:pos:R:3:forces:R:3
C -0.009 2.198 0.090 1.20 0.81 -0.84
N 0.431 0.832 -0.095 2.17 -1.24 1.86
C 1.559 0.279 0.656 0.08 2.61 0.97
N 1.141 -0.949 1.436 0.77 -0.81 -0.07
N 0.095 -1.354 1.091 -0.44 -0.83 0.41
C -0.930 -1.159 0.362 0.37 0.08 -0.63
C -1.135 -1.708 -0.992 -0.19 -1.98 -1.20
Cl 0.337 -1.813 -1.959 0.15 -0.30 0.36
Cl -1.857 -3.385 -0.674 0.65 0.99 -0.23
Cl -2.304 -0.791 -1.910 -0.16 0.38 0.39
H -1.033 2.335 -0.227 -0.19 -0.13 -0.20
H 0.027 2.258 1.144 -0.07 1.14 1.20
H 0.658 2.974 -0.434 -0.91 -1.16 0.90
H 0.448 0.485 -0.994 0.03 -0.40 -2.48
H 1.926 0.958 1.522 -0.62 -0.78 -1.72
H 2.495 -0.139 0.149 -1.47 0.68 0.14
H -1.849 -1.020 0.832 -1.37 0.94 1.14
```
Positions in Å, forces in eV/Å.

Summary:
* 2S+1: 1
* charge: +1
* energy above the lowest of the compared OMol25 structures with the same formula, charge and spin: 27.6 kcal per mole
* LUMO: -0.2059 hartree
* HOMO: -14.68 eV

# 3
C4H7ClFN | wB97M-V/def2-TZVPD

```
14
Properties=species:S:1:pos:R:3:forces:R:3
C 0.223 -2.266 -1.028 1.19 -1.26 -2.68
N 1.232 -1.591 -0.292 -1.36 1.69 1.52
C 0.849 -0.278 0.233 0.10 -0.43 -0.37
C -0.329 -0.053 1.126 -1.11 -0.27 -1.11
F -1.323 -1.036 1.232 0.82 0.45 0.16
C -0.328 0.628 -0.244 2.12 -0.09 1.85
Cl -0.103 2.364 -0.394 0.10 0.02 0.12
H 0.677 -3.279 -1.317 -1.05 1.33 0.27
H -0.603 -2.373 -0.414 -1.64 -0.70 1.09
H -0.160 -1.744 -1.965 0.67 -0.46 0.73
H 2.084 -1.573 -0.768 1.40 0.39 -0.75
H 1.715 0.291 0.556 -0.06 -0.03 0.04
H -0.226 0.489 2.055 -0.03 0.17 -0.10
H -0.933 0.276 -1.015 -1.15 -0.81 -0.77
```
Positions in Å, forces in eV/Å.

Summary:
* 2S+1: 1
* energy above the lowest of the compared OMol25 structures with the same formula, charge and spin: 25.4 kcal per mole
* LUMO: 0.0358 hartree
* HOMO: -8.85 eV

# 4
C4H7ClN2 | wB97M-V/def2-TZVPD

```
14
Properties=species:S:1:pos:R:3:forces:R:3
H 3.401 0.281 -0.314 -0.79 0.46 -0.45
N 2.462 0.722 -0.430 0.30 -0.97 0.80
C 1.583 -0.126 -0.019 0.83 -0.19 -0.61
N 1.860 -1.466 0.233 -0.56 -0.08 0.51
C 0.158 0.326 0.089 0.83 -0.61 0.23
C 0.005 1.775 0.292 0.17 -0.69 -0.12
C -0.778 -0.590 -0.028 -1.66 -0.27 -0.23
Cl -2.516 -0.243 -0.108 0.78 0.07 0.22
H 2.595 -1.982 -0.215 0.24 0.43 -0.05
H 1.322 -1.998 0.901 -0.05 0.26 -0.21
H 0.418 2.247 -0.555 0.50 0.83 -1.03
H -0.989 2.081 0.427 -1.37 0.31 0.23
H 0.613 2.047 1.119 0.47 0.45 0.83
H -0.639 -1.648 -0.154 0.32 -0.01 -0.11
```
Positions in Å, forces in eV/Å.

Summary:
* 2S+1: 1
* energy above the lowest of the compared OMol25 structures with the same formula, charge and spin: 26.3 kcal per mole
* LUMO: 0.0279 hartree
* HOMO: -9.32 eV

# 5
C4H7ClN2 | wB97M-V/def2-TZVPD

```
14
Properties=species:S:1:pos:R:3:forces:R:3
C 2.178 -1.258 0.273 -1.71 1.81 0.54
C -0.157 -0.780 0.525 -1.27 -0.33 0.85
C 2.608 0.045 0.094 1.12 -0.64 -0.70
C -1.253 1.045 -0.251 0.64 2.03 1.08
N 0.974 -1.568 0.677 0.74 -2.27 0.00
N 0.010 0.546 0.150 -0.13 0.14 -0.19
Cl 4.205 0.293 -0.415 0.76 0.10 -0.19
H 2.893 -2.011 0.107 0.81 -1.17 0.19
H -0.864 -1.387 -0.178 0.86 0.90 1.06
H -0.733 -0.627 1.523 0.70 -0.93 -1.01
H 2.059 0.929 0.171 -0.73 0.79 0.35
H -1.687 0.337 -0.911 -0.82 -0.26 -1.14
H -1.925 1.047 0.688 0.67 0.72 -1.40
H -0.950 2.036 -0.715 -1.64 -0.87 0.55
```
Positions in Å, forces in eV/Å.

Summary:
* 2S+1: 1
* energy above the lowest of the compared OMol25 structures with the same formula, charge and spin: 118.1 kcal per mole
* LUMO (alpha / beta): -0.0203 / -0.0298 hartree
* HOMO (alpha / beta): -8.23 / -9.38 eV

# 6
C4H7ClN2O | wB97M-V/def2-TZVPD

```
15
Properties=species:S:1:pos:R:3:forces:R:3
O 1.683 -1.485 -0.739 -0.45 0.15 -0.94
C 1.894 -1.008 0.326 1.65 -0.32 1.91
C 1.491 0.384 0.853 -0.40 -1.24 -1.63
N 0.956 1.188 -0.218 0.62 1.60 0.64
N -0.342 1.031 -0.561 -0.14 -1.10 0.27
C -0.939 -0.079 -0.300 -0.24 0.23 -0.86
C -2.308 -0.140 -0.894 -0.37 0.49 0.90
Cl -3.507 -0.388 0.471 0.21 -0.01 -0.57
H 2.475 -1.644 1.085 -0.57 0.67 -0.34
H 2.328 0.882 1.321 0.15 -0.05 0.27
H 0.684 0.132 1.535 -0.07 0.21 0.88
H 1.156 2.193 -0.079 -0.29 -1.01 -0.37
H -0.564 -0.993 0.207 -0.08 0.87 -0.37
H -2.512 0.815 -1.362 -0.16 0.19 0.17
H -2.496 -0.887 -1.644 0.13 -0.70 0.04
```
Positions in Å, forces in eV/Å.

Summary:
* 2S+1: 1
* energy above the lowest of the compared OMol25 structures with the same formula, charge and spin: 45.1 kcal per mole
* LUMO: 0.0294 hartree
* HOMO: -9.10 eV

# 7
C4H7ClN3 | wB97M-V/def2-TZVPD

```
15
Properties=species:S:1:pos:R:3:forces:R:3
H -1.588 -1.904 0.934 -2.14 -3.60 0.95
N -1.068 -1.198 0.591 2.23 3.07 -0.53
C -1.760 -0.296 0.102 -0.22 2.54 -1.14
Cl -3.446 -0.356 -0.326 -0.31 -0.48 0.25
C -1.317 1.205 -0.152 0.17 -1.30 2.19
C 0.151 1.444 -0.082 -0.42 3.55 -0.55
N 0.993 0.588 0.138 2.85 -2.20 -0.17
C 1.755 -0.444 0.320 -1.05 1.45 0.17
N 2.195 -1.266 -0.622 0.59 -0.14 -0.16
H -1.642 1.688 0.844 -0.17 -0.20 -1.67
H -1.762 1.663 -1.041 -0.05 -0.02 0.44
H 0.519 2.576 -0.155 -0.82 -2.33 -0.09
H 2.068 -0.544 1.365 -0.23 -0.68 -0.37
H 2.648 -2.118 -0.288 0.02 0.59 -0.43
H 2.252 -1.036 -1.629 -0.44 -0.27 1.10
```
Positions in Å, forces in eV/Å.

Summary:
* 2S+1: 1
* charge: +1
* energy above the lowest of the compared OMol25 structures with the same formula, charge and spin: 18.0 kcal per mole
* LUMO: -0.1425 hartree
* HOMO: -14.16 eV

# 8
C4H7ClO | wB97M-V/def2-TZVPD

```
13
Properties=species:S:1:pos:R:3:forces:R:3
C -0.933 -2.368 0.291 1.22 -0.34 0.54
C -0.801 -1.180 -0.297 -0.55 -0.10 -2.36
Cl -1.516 -0.897 -2.057 0.78 -0.72 2.17
C -0.194 0.118 0.144 -1.18 0.48 2.13
O 0.519 0.830 -0.813 0.59 0.90 0.29
C 1.190 1.928 -0.146 -0.98 1.11 -1.55
H -1.248 -3.290 -0.248 -0.20 1.14 0.50
H -0.487 -2.545 1.334 -0.70 0.50 -1.68
H -1.056 0.738 0.580 0.88 -0.45 -0.68
H 0.475 -0.046 1.013 -0.32 -0.41 -0.20
H 1.898 2.441 -0.864 -1.00 -0.77 0.86
H 1.663 1.611 0.731 1.51 -1.05 1.08
H 0.491 2.662 0.333 -0.06 -0.28 -1.11
```
Positions in Å, forces in eV/Å.

Summary:
* 2S+1: 1
* energy above the lowest of the compared OMol25 structures with the same formula, charge and spin: 49.5 kcal per mole
* LUMO: 0.0291 hartree
* HOMO: -9.77 eV